DFT (ωB97M-V/def2-TZVPD) results for C37H31Cl3FeGeP2Si as an isolated structure.

Last column: Mulliken spin population.
Atoms and positions in Å:
Fe -0.30 -0.09 0.69  1.23
C 2.68 -2.10 0.13  -0.02
Si 1.72 -0.61 -0.48  -0.07
C 1.14 -0.89 -2.25  -0.01
C 1.90 -0.68 -3.41  -0.01
C 1.41 -1.06 -4.65  0.00
C 0.16 -1.66 -4.76  0.00
C -0.61 -1.86 -3.63  0.00
C -0.12 -1.46 -2.39  0.01
P -1.04 -1.68 -0.84  -0.03
C -2.73 -1.11 -1.16  -0.02
C -3.77 -1.57 -0.35  0.01
C -5.04 -1.04 -0.50  0.00
C -5.28 -0.04 -1.43  0.00
C -4.24 0.43 -2.22  0.00
C -2.97 -0.10 -2.08  0.01
C -1.17 -3.47 -0.59  0.01
C -2.12 -4.19 -1.32  0.00
C -2.17 -5.57 -1.21  0.00
C -1.28 -6.24 -0.38  0.00
C -0.34 -5.53 0.34  0.00
C -0.29 -4.14 0.24  0.00
C 2.95 0.82 -0.38  -0.02
C 4.14 0.92 -1.09  0.00
C 4.96 2.03 -0.95  0.00
C 4.59 3.07 -0.09  0.00
C 3.42 2.98 0.64  0.00
C 2.62 1.85 0.49  0.01
P 1.05 1.63 1.33  -0.06
C 1.27 2.06 3.07  -0.01
C 2.53 1.98 3.65  0.01
C 2.69 2.28 4.99  0.00
C 1.60 2.67 5.76  0.00
C 0.34 2.74 5.18  0.00
C 0.17 2.43 3.85  0.00
C -0.08 2.82 0.56  0.00
C -0.61 2.38 -0.65  0.00
C -1.54 3.15 -1.34  0.00
C -1.92 4.38 -0.81  0.00
C -1.39 4.82 0.40  0.00
C -0.47 4.04 1.09  0.01
H 3.61 -2.12 -0.44  0.00
H 2.19 -3.06 -0.03  0.00
H 2.94 -2.00 1.18  0.01
H 2.87 -0.21 -3.35  0.00
H 2.00 -0.89 -5.54  0.00
H -0.22 -1.96 -5.73  0.00
H -1.60 -2.31 -3.71  0.00
H -3.59 -2.34 0.39  0.00
H -5.85 -1.41 0.12  0.00
H -6.27 0.37 -1.54  0.00
H -4.43 1.21 -2.95  0.00
H -2.16 0.26 -2.71  0.00
H -2.82 -3.68 -1.97  0.00
H -2.91 -6.12 -1.78  0.00
H -1.32 -7.32 -0.30  0.00
H 0.35 -6.04 1.00  0.00
H 0.43 -3.59 0.84  -0.01
H 4.46 0.12 -1.75  0.00
H 5.88 2.10 -1.50  0.00
H 5.23 3.94 0.01  0.00
H 3.13 3.77 1.32  0.00
H 3.39 1.68 3.06  0.00
H 3.68 2.22 5.44  0.00
H 1.73 2.91 6.81  0.00
H -0.51 3.03 5.78  0.00
H -0.82 2.46 3.41  0.00
H -0.28 1.44 -1.10  0.00
H -1.95 2.81 -2.27  0.00
H -2.64 4.99 -1.33  0.00
H -1.70 5.78 0.80  0.00
H -0.07 4.39 2.03  0.00
Cl -2.11 0.42 1.97  0.04
Ge -0.49 -1.34 2.70  -0.06
Cl -1.84 -3.01 2.96  -0.02
Cl -0.14 -0.83 4.75  -0.02

Computed properties:
Lowest unoccupied orbital energy (spin up / spin down) (eV): -4.011 / -3.163
HOMO-LUMO gap (spin up / spin down) (eV): 7.35 / 8.48
HOMO level (spin up / spin down) (hartree): -0.4176 / -0.4277
Multiplicity: 2
Energy above the lowest of the compared OMol25 structures with the same formula, charge and spin (kJ/mol): 7.3
DFT total energy (hartree): -7121.90452
Total charge: +1